Here is a structure of composition C23H19BrIrN4O4S from the OMol25 dataset. Energies are from ωB97M-V/def2-TZVPD.

```
53
Properties=species:S:1:pos:R:3:forces:R:3
Ir -1.054 0.093 -0.036 0.1905 1.6479 0.5357
Br 0.019 -2.245 6.839 0.0241 0.0219 -0.0264
C 0.039 -1.336 5.183 0.0018 0.0713 0.1868
C 0.005 0.068 5.163 -0.0087 -0.0478 -0.0384
C -0.027 0.748 3.973 0.0466 0.1861 -0.0891
C -0.021 0.071 2.736 -0.0106 -0.1339 0.1809
O -0.050 0.767 1.631 -0.3109 0.2584 -0.5619
C 0.078 -1.343 2.778 -0.3576 0.1454 0.1852
C 0.233 -2.076 1.583 0.2430 -0.1699 -0.1028
N 0.199 -1.543 0.399 -0.7216 -0.1227 -0.0432
C 0.617 -2.244 -0.742 0.0638 -0.1946 -0.0010
C 1.681 -3.106 -0.780 -0.0116 0.0383 0.0762
C 2.052 -3.723 -1.993 0.0009 -0.0449 -0.0292
C 1.347 -3.487 -3.140 -0.0098 -0.0144 0.0273
C 0.239 -2.607 -3.123 -0.1170 0.0392 -0.0272
C -0.571 -2.344 -4.252 0.0620 0.0058 0.0180
C -1.622 -1.480 -4.142 0.0316 -0.0807 -0.0430
C -1.852 -0.828 -2.922 0.0005 0.0145 -0.1179
N -1.120 -1.052 -1.852 -0.3644 0.5260 0.4536
C -0.096 -1.959 -1.924 -0.1190 -0.0824 -0.0959
C 0.088 -2.031 4.014 0.0153 -0.0574 -0.1562
H -0.001 0.611 6.099 -0.0253 -0.0032 -0.0112
H -0.055 1.830 3.951 -0.0007 -0.0057 0.0279
H 0.402 -3.150 1.664 0.3038 0.0342 -0.0376
H 2.246 -3.298 0.125 0.0357 0.0058 -0.0340
H 2.904 -4.388 -2.007 -0.0192 -0.0036 0.0078
H 1.624 -3.963 -4.071 0.0023 -0.0035 0.0147
H -0.348 -2.837 -5.189 -0.0230 0.0110 -0.0010
H -2.272 -1.277 -4.981 0.0041 0.0464 0.0138
H -2.647 -0.100 -2.830 0.0033 -0.0418 0.0422
H 0.142 -3.112 4.025 -0.0011 0.0061 -0.0413
O -2.513 1.009 1.181 0.1027 -1.3401 -0.5840
N -2.464 2.350 1.135 0.2360 0.2652 0.2425
C -2.716 3.034 2.264 -0.0336 -0.1415 0.3003
C -2.740 4.403 2.255 -0.0520 0.0312 -0.0073
C -2.498 5.077 1.058 0.0382 -0.1307 -0.0822
C -2.227 4.350 -0.079 -0.1243 0.2282 0.0526
C -2.206 2.958 -0.024 -0.0939 -0.0075 -0.4113
S -1.862 1.930 -1.353 0.5520 -0.7355 0.3835
H -2.898 2.426 3.138 0.0336 -0.0528 -0.0261
H -2.943 4.936 3.172 -0.0128 -0.0331 0.0101
H -2.510 6.158 1.029 0.0142 -0.0036 -0.0216
H -2.015 4.824 -1.027 0.0013 0.0112 0.0168
N 3.694 0.478 -1.194 -0.0556 -0.0110 -0.0059
C 3.084 0.848 -2.468 0.0174 -0.0387 0.0314
C 1.578 0.994 -2.300 0.1428 0.0498 0.1474
O 0.784 0.885 -3.191 -0.0477 -0.0126 -0.0200
O 1.206 1.265 -1.033 0.3384 -0.1384 -0.3490
H 4.662 0.759 -1.139 0.0026 0.0338 0.0183
H 3.650 -0.523 -1.047 0.0584 -0.0168 -0.0004
H 2.027 1.197 -0.495 -0.0138 -0.0014 0.0618
H 3.268 0.158 -3.291 -0.0178 -0.0173 -0.0232
H 3.461 1.827 -2.767 -0.0151 0.0100 -0.0468
```
Positions in Å, forces in eV/Å.

As for the total charge: +1. As for the total energy: -122019.7849 eV. The value obtained for the max |F| is 1.7 eV Å⁻¹. The gap between HOMO and LUMO (alpha / beta) comes out at 0.24572 / 0.24566 Eh. The HOMO energy (alpha / beta) comes out at -0.389 / -0.389 Ha. For the relative energy (zero: lowest compared OMol25 entry of this formula, charge and spin), the calculation gives 3.010 eV. As for the LUMO energy (alpha / beta): -3.90 / -3.90 eV.

***

Here is an isolated molecule of C23H19ClN4O3 from the OMol25 dataset. Energies are from ωB97M-V/def2-TZVPD.

```
50
Properties=species:S:1:pos:R:3:forces:R:3
O 2.694 2.679 -0.773 0.0206 0.2823 0.1441
C 2.405 1.526 -1.018 0.0295 -0.4058 -0.1763
N 3.210 0.479 -0.728 0.1627 -0.1135 0.1046
C 4.346 0.636 0.151 -0.1497 0.1648 0.4007
C 3.867 0.833 1.605 0.3508 0.2319 -0.3432
O 2.858 -0.117 1.900 -0.2106 -0.1658 0.1103
C 1.553 0.306 1.888 -0.2917 -0.0031 -0.0108
C 1.119 1.467 2.520 0.3356 -0.0057 0.0172
C -0.226 1.792 2.501 0.0052 -0.0741 -0.0671
C -1.147 0.981 1.867 -0.2003 -0.2918 -0.1186
C -0.714 -0.179 1.233 0.3787 0.3979 0.3147
O -1.647 -0.889 0.525 -0.1969 -0.0280 -0.0223
C -1.499 -2.244 0.350 -0.0075 -0.4305 -0.0873
C -1.939 -2.781 -0.855 0.0605 0.2994 0.1666
C -1.876 -4.146 -1.065 0.0172 -0.0580 0.0153
C -1.374 -4.982 -0.081 0.0048 -0.1267 -0.0310
C -0.948 -4.446 1.122 0.0005 -0.0253 -0.0363
C -1.011 -3.083 1.346 -0.0749 0.2795 0.0543
C 0.633 -0.514 1.243 0.0174 -0.1090 -0.0020
C 1.076 1.152 -1.610 -0.2161 0.0951 -0.2172
C -0.011 1.858 -1.113 -0.1646 -0.0413 -0.1535
C -1.305 1.550 -1.509 0.7418 -0.3652 -0.3564
N -2.386 2.224 -0.937 -0.6843 0.3948 0.3130
C -2.452 3.516 -0.490 0.1828 -0.1813 -0.1628
N -3.614 3.758 0.026 0.3358 0.9955 0.2701
N -4.343 2.631 -0.045 -0.8457 -0.6946 0.0536
C -3.621 1.724 -0.621 0.2671 -0.0932 -0.0897
C -1.517 0.550 -2.452 0.0783 0.2053 0.1110
C -0.440 -0.136 -2.978 0.0414 -0.0309 0.0758
C 0.849 0.152 -2.552 -0.1258 0.1958 0.1578
Cl 2.154 -0.736 -3.261 0.0384 -0.2120 -0.2550
H 2.842 -0.454 -0.821 -0.0288 0.1565 -0.0417
H 4.965 -0.257 0.068 0.0032 0.0618 -0.0129
H 4.914 1.515 -0.160 0.0667 -0.1261 0.0352
H 3.493 1.853 1.717 0.0245 -0.0954 0.0324
H 4.695 0.670 2.301 -0.0899 0.0646 -0.0421
H 1.817 2.104 3.040 0.0833 0.0355 0.0435
H -0.563 2.689 2.998 -0.0334 0.0819 0.0491
H -2.197 1.228 1.858 -0.1544 0.0389 -0.0164
H -2.330 -2.118 -1.610 -0.0403 0.0805 -0.0764
H -2.218 -4.557 -2.003 -0.0338 -0.0286 -0.0786
H -1.322 -6.046 -0.249 0.0020 -0.0908 -0.0150
H -0.568 -5.092 1.899 0.0281 -0.0489 0.0678
H -0.693 -2.666 2.290 0.0255 0.0181 0.0550
H 0.980 -1.411 0.751 0.0679 -0.0526 -0.0524
H 0.175 2.632 -0.385 0.0245 0.0284 0.1163
H -1.656 4.224 -0.588 0.2416 0.1303 -0.0599
H -3.918 0.711 -0.794 0.0000 -0.2754 -0.0593
H -2.519 0.321 -2.782 -0.0964 -0.0123 -0.0515
H -0.594 -0.905 -3.719 0.0086 -0.0530 -0.0726
```
Positions in Å, forces in eV/Å.

As for the total energy: -48784.6179 eV. The value obtained for the max |F| is 1.1 eV Å⁻¹. The gap between HOMO and LUMO comes out at 0.32729 Eh. The HOMO energy comes out at -0.320 Ha. For the relative energy (zero: lowest compared OMol25 entry of this formula, charge and spin), the calculation gives 0.000 eV. As for the LUMO energy: 0.20 eV.

***

Here is a structure of composition C23H19MnN6O3S from the OMol25 dataset. Energies are from ωB97M-V/def2-TZVPD.

```
53
Properties=species:S:1:pos:R:3:forces:R:3
Mn -0.001 1.033 0.054 0.0241 0.6765 -0.3786
C 1.102 3.533 1.176 0.0637 0.0269 0.1062
N -0.082 3.111 0.420 0.0805 -0.3708 0.0463
C -1.394 3.556 0.898 -0.0813 0.0128 0.0673
C -2.385 2.532 0.437 0.1514 -0.0742 -0.0183
N -2.000 1.377 -0.067 -0.3665 -0.2606 0.0851
C -3.180 0.671 -0.338 -0.0169 0.0596 0.0225
C -3.379 -0.588 -0.896 -0.0227 -0.0139 -0.0098
C -4.685 -1.012 -1.039 0.0224 -0.0090 -0.0094
C -5.771 -0.214 -0.648 -0.0172 0.0133 0.0100
C -5.586 1.043 -0.108 -0.0073 -0.0181 -0.0178
C -4.269 1.459 0.033 0.0144 0.0049 0.0085
N -3.720 2.642 0.521 -0.0144 0.0461 -0.0116
C 2.220 2.658 0.702 -0.1350 -0.0938 -0.0512
N 1.972 1.536 0.058 0.3253 -0.2504 0.1231
C 3.223 0.963 -0.204 0.0094 0.0400 0.0118
C 3.563 -0.206 -0.880 0.0203 -0.0152 0.0076
C 4.908 -0.499 -0.980 -0.0284 -0.0126 -0.0113
C 5.894 0.339 -0.436 0.0154 0.0228 0.0143
C 5.568 1.507 0.223 0.0024 -0.0176 -0.0100
C 4.213 1.794 0.321 -0.0102 0.0049 0.0113
N 3.532 2.870 0.888 0.0225 0.0387 0.0131
H 0.913 3.338 2.234 -0.0128 0.0285 -0.0118
H 1.340 4.596 1.066 -0.0067 -0.0041 -0.0459
H 0.039 3.372 -0.559 -0.0443 0.2047 0.0095
H -1.659 4.557 0.546 0.0081 0.0033 -0.0026
H -1.376 3.585 1.989 0.0169 -0.0245 -0.0112
H -2.556 -1.194 -1.243 0.0332 -0.0051 0.0009
H -4.878 -1.982 -1.475 0.0018 0.0015 0.0006
H -6.776 -0.589 -0.781 0.0014 0.0024 -0.0011
H -6.422 1.664 0.184 0.0043 0.0020 0.0017
H -4.226 3.442 0.863 -0.0187 -0.0102 0.0002
H 2.815 -0.845 -1.326 -0.0003 0.0105 0.0053
H 5.212 -1.397 -1.500 -0.0011 0.0016 -0.0011
H 6.935 0.065 -0.542 -0.0006 0.0027 0.0016
H 6.327 2.159 0.634 -0.0020 0.0012 -0.0009
H 3.943 3.661 1.355 0.0176 -0.0012 -0.0123
O -0.003 -0.515 1.388 -0.0303 -0.0401 0.0110
C 0.057 -1.357 0.453 -0.0010 0.1563 0.1399
N 0.137 -0.849 -0.771 -0.0477 -0.0580 -0.1147
S 0.170 -2.014 -1.933 0.0466 -0.0785 -0.0400
O 1.437 -2.011 -2.603 -0.0284 -0.0028 0.0195
O -1.021 -1.960 -2.729 -0.0024 0.0062 0.0315
C 0.082 -3.349 -0.764 -0.0001 0.0103 0.0282
C 0.063 -4.703 -1.012 0.0011 -0.0202 -0.0021
C -0.018 -5.546 0.093 0.0036 -0.0051 -0.0052
C -0.077 -5.038 1.387 -0.0010 0.0051 0.0069
C -0.056 -3.668 1.619 0.0030 0.0039 0.0050
C 0.025 -2.832 0.522 0.0093 -0.0231 -0.0175
H 0.108 -5.097 -2.018 -0.0002 0.0101 -0.0025
H -0.036 -6.617 -0.058 -0.0004 0.0020 -0.0014
H -0.139 -5.722 2.222 0.0001 0.0048 0.0019
H -0.102 -3.263 2.621 -0.0007 0.0053 -0.0025
```
Positions in Å, forces in eV/Å.

As for the expectation value of S²: 0.87. As for the total charge: +1. As for the total energy: -81394.3155 eV. The spin multiplicity is 2. The value obtained for the max |F| is 0.8 eV Å⁻¹. The gap between HOMO and LUMO (alpha / beta) comes out at 0.32964 / 0.31859 Eh. The HOMO energy (alpha / beta) comes out at -0.422 / -0.410 Ha. As for the LUMO energy (alpha / beta): -2.51 / -2.48 eV.

***

Here is a structure of composition C23H19N11PbS3 from the OMol25 dataset. Energies are from ωB97M-V/def2-TZVPD.

```
57
Properties=species:S:1:pos:R:3:forces:R:3
Pb -0.267 -0.210 -0.309 -0.6696 0.7293 -0.1632
N 1.809 1.414 3.900 0.3640 0.1398 -0.4193
C 1.676 0.780 2.748 -0.6476 -0.5357 0.5656
S 0.430 -0.335 2.586 0.2485 0.0302 0.2263
N 3.008 0.350 0.699 0.2969 0.5594 0.0659
N 2.264 -0.602 0.163 -0.1298 -1.2089 -0.1254
C 2.772 -1.765 -0.123 0.1589 0.8599 0.6013
C 4.121 -2.184 0.348 0.2041 -0.0606 0.1035
C 5.208 -1.306 0.324 -0.0026 -0.0959 -0.1899
C 6.434 -1.692 0.843 0.0594 -0.0225 -0.0368
C 6.602 -2.955 1.389 -0.0115 -0.0093 0.0083
C 5.532 -3.837 1.412 0.0554 -0.0951 0.0458
C 4.304 -3.455 0.900 -0.0746 0.1749 -0.0820
C 1.923 -2.766 -0.793 -0.3763 -0.5009 -0.3619
C 2.507 -3.780 -1.566 0.0845 0.3388 0.0248
C 1.725 -4.796 -2.071 -0.1884 -0.0765 0.0036
C 0.362 -4.797 -1.800 0.1523 0.0100 -0.0862
C -0.149 -3.720 -1.104 -0.0451 0.0390 -0.0126
N 0.591 -2.731 -0.616 0.6018 -0.5143 0.2606
H 1.143 1.259 4.636 -0.0236 0.0019 -0.0283
H 2.547 2.123 3.923 -0.0520 0.0353 0.0716
H 5.094 -0.327 -0.114 -0.0226 0.0554 0.1011
H 7.265 -0.998 0.823 -0.0182 0.0173 -0.0259
H 7.562 -3.251 1.794 -0.0062 0.0004 0.0145
H 5.655 -4.827 1.834 -0.0189 0.0067 0.0087
H 3.471 -4.146 0.926 -0.0066 -0.0241 0.0556
H 3.567 -3.739 -1.770 0.0227 -0.0773 0.0550
H 2.165 -5.583 -2.670 0.0317 0.0009 0.0135
H -0.286 -5.593 -2.136 -0.0145 0.0294 -0.0525
H -1.217 -3.653 -0.922 -0.0177 0.0159 -0.0166
N -3.539 -1.698 0.173 0.0845 -0.1013 0.1613
C -3.743 -0.356 0.049 -0.0383 0.5788 0.0302
N -5.007 0.058 0.101 -0.2058 -0.3078 -0.0003
C -5.144 1.395 0.016 0.4649 0.1509 -0.0410
N -6.427 1.865 0.050 -0.0926 -0.0794 -0.0972
N -4.179 2.278 -0.115 -0.2815 0.0062 0.0498
C -2.915 1.775 -0.161 0.2740 0.3141 0.0958
N -2.675 0.425 -0.065 -0.1124 -0.0232 0.0068
C -1.824 2.689 -0.257 -0.3689 -0.2390 0.0030
C -2.073 4.086 -0.240 0.1703 0.1958 0.0042
C -1.028 4.967 -0.250 -0.1772 -0.1781 0.0087
C 0.291 4.473 -0.292 0.1484 -0.0105 -0.0337
C 0.472 3.110 -0.350 0.1194 0.0792 0.0023
N -0.529 2.225 -0.333 -0.3325 -0.1213 0.0331
H -4.335 -2.293 0.043 -0.0168 0.0249 -0.0611
H -2.634 -2.047 -0.078 0.0069 -0.1203 -0.0929
H -7.123 1.236 0.408 -0.0188 0.0298 0.0186
H -6.534 2.852 0.199 -0.0130 0.0105 0.0495
H -3.102 4.408 -0.198 -0.0029 0.0455 -0.0172
H -1.209 6.034 -0.222 -0.0265 0.0004 -0.0015
H 1.145 5.134 -0.283 0.0247 -0.0468 -0.0227
H 1.474 2.695 -0.408 0.0070 0.0157 0.0278
S -0.918 -0.834 -2.981 -0.1356 -0.5663 -0.2088
C -0.461 0.520 -3.826 0.0965 0.4940 -0.3943
N -0.147 1.443 -4.456 0.0099 -0.0507 0.1124
S 3.693 2.498 1.995 -0.1093 0.0359 0.1036
C 2.727 1.116 1.713 0.5711 0.0397 -0.3612
```
Positions in Å, forces in eV/Å.

As for the expectation value of S²: 0.76. As for the total charge: -1. As for the total energy: -78306.9683 eV. The spin multiplicity is 2. The value obtained for the max |F| is 1.2 eV Å⁻¹. The gap between HOMO and LUMO (alpha / beta) comes out at 0.15566 / 0.22894 Eh. The HOMO energy (alpha / beta) comes out at -0.095 / -0.168 Ha. For the relative energy (zero: lowest compared OMol25 entry of this formula, charge and spin), the calculation gives 0.000 eV. As for the LUMO energy (alpha / beta): 1.66 / 1.66 eV.

***

Here is a structure of composition C23H19N2O4SSeTc from the OMol25 dataset. Energies are from ωB97M-V/def2-TZVPD.

```
51
Properties=species:S:1:pos:R:3:forces:R:3
Tc -0.310 -0.029 0.105 -0.2647 0.3783 0.4438
C -6.549 4.829 0.813 -0.0294 0.0103 -0.0168
C -5.160 4.300 0.602 0.0080 -0.0203 0.0075
C -4.099 5.162 0.348 0.0130 0.0170 -0.0125
C -2.808 4.682 0.188 0.0002 0.0215 0.0071
C -2.585 3.317 0.286 -0.0098 0.0156 -0.0028
C -3.628 2.430 0.529 -0.0049 -0.0390 -0.0128
C -4.906 2.928 0.682 0.0047 -0.0064 -0.0096
S -0.956 2.711 0.102 -0.0857 -0.0152 0.0159
O -0.653 1.857 1.286 0.2026 -0.2860 -0.0737
O -0.090 3.805 -0.193 0.0442 -0.0644 -0.0012
N -0.956 1.529 -0.993 0.1025 0.1575 -0.3420
C -0.604 1.600 -2.343 -0.0133 -0.0433 0.0021
C -0.892 2.599 -3.232 0.0210 -0.0025 -0.0666
C -0.475 2.486 -4.578 -0.0051 -0.0044 0.0242
C 0.212 1.393 -5.021 0.0022 -0.0165 0.0341
C 0.537 0.352 -4.116 -0.0024 0.0411 -0.0496
C 1.285 -0.788 -4.473 0.0256 -0.0443 -0.0286
C 1.610 -1.724 -3.527 -0.0452 0.0577 0.0623
C 1.180 -1.532 -2.210 0.0442 -0.0180 -0.0514
N 0.451 -0.492 -1.836 -0.0770 -0.0244 0.1034
C 0.126 0.464 -2.778 -0.0095 -0.0075 -0.0117
H -6.679 5.802 0.343 0.0039 -0.0021 -0.0013
H -6.751 4.947 1.879 0.0113 -0.0038 0.0042
H -7.297 4.146 0.411 0.0042 0.0008 -0.0026
H -4.282 6.226 0.272 -0.0005 -0.0009 0.0100
H -1.983 5.354 -0.004 0.0074 -0.0074 0.0016
H -3.439 1.366 0.591 0.0074 0.0025 0.0071
H -5.727 2.245 0.863 0.0004 0.0044 0.0100
H -1.436 3.477 -2.911 -0.0026 -0.0105 0.0308
H -0.715 3.287 -5.264 0.0041 -0.0010 -0.0025
H 0.529 1.313 -6.052 -0.0045 0.0008 -0.0019
H 1.609 -0.908 -5.500 0.0048 0.0150 0.0012
H 2.198 -2.597 -3.770 -0.0082 -0.0089 -0.0066
H 1.428 -2.248 -1.437 0.0217 0.0236 -0.0242
Se 0.803 -1.287 1.767 0.1962 0.1584 -0.0624
C 0.932 -3.160 1.464 -0.0010 0.0344 -0.0536
C 1.736 -3.908 2.317 0.0153 -0.0180 -0.0453
C 1.837 -5.277 2.118 -0.0094 -0.0123 0.0058
C 1.135 -5.882 1.085 0.0009 -0.0212 -0.0024
C 0.333 -5.128 0.236 0.0126 0.0192 0.0101
C 0.232 -3.759 0.420 -0.0227 -0.0350 0.0232
H 2.277 -3.428 3.122 -0.0164 0.0105 0.0081
H 2.460 -5.872 2.772 0.0029 0.0066 0.0040
H 1.212 -6.951 0.941 0.0061 0.0023 -0.0075
H -0.211 -5.608 -0.566 -0.0074 -0.0003 0.0024
H -0.392 -3.161 -0.234 -0.0143 -0.0053 0.0322
O -0.870 -1.545 2.857 -0.4858 -0.0158 -0.0148
C -1.919 -1.107 2.288 0.5696 -0.2195 0.3406
O -1.978 -0.584 1.150 -0.1604 -0.0496 -0.2285
H -2.838 -1.213 2.867 -0.0566 0.0264 -0.0591
```
Positions in Å, forces in eV/Å.

As for the expectation value of S²: 0.81. As for the total charge: +1. As for the total energy: -113703.0575 eV. The spin multiplicity is 2. The value obtained for the max |F| is 0.7 eV Å⁻¹. The gap between HOMO and LUMO (alpha / beta) comes out at 0.25440 / 0.25559 Eh. The HOMO energy (alpha / beta) comes out at -0.403 / -0.400 Ha. For the relative energy (zero: lowest compared OMol25 entry of this formula, charge and spin), the calculation gives 1.300 eV. As for the LUMO energy (alpha / beta): -4.04 / -3.93 eV.